Computed, not measured: C9H4NO9SZr as an isolated structure at a distorted geometry, with ωB97M-V/def2-TZVPD.

```
25
Properties=species:S:1:pos:R:3
Zr 0.98 -1.24 0.39
O -0.25 0.01 1.65
C 0.09 0.91 0.82
O 1.30 0.90 0.42
C -0.94 1.65 0.05
C -1.31 2.96 0.28
C -2.27 3.56 -0.52
C -2.83 2.82 -1.56
C -2.46 1.50 -1.78
C -1.51 0.88 -0.98
S -1.05 -0.82 -1.25
H -0.84 3.52 1.09
H -2.56 4.59 -0.35
H -3.57 3.28 -2.20
H -2.91 0.94 -2.59
O 3.86 -2.89 2.70
C 2.87 -2.54 2.14
O 2.79 -1.65 1.14
C 1.46 -3.13 2.51
O 1.31 -3.89 3.41
O 0.51 -2.66 1.70
O 2.04 -0.97 -1.46
N 1.86 -2.19 -1.83
O 2.25 -2.64 -2.85
O 1.20 -2.89 -0.94
```

Calculated values
Strongest force on any atom   1.6 eV/Å
Lowest unoccupied orbital energy   2.781 eV
ΔE to the lowest compared entry with this formula, charge and spin   0.098 eV
Charge   -1

natural (NBO) population analysis, charges in e, atoms 1 to 8: number 1, Zr, carries 2.116; number 2, O, carries -0.660; number 3, C, carries 0.738; number 4, O, carries -0.666; number 5, C, carries -0.107; number 6, C, carries -0.209; number 7, C, carries -0.247; number 8, C, carries -0.207